No. 1
12
Properties=species:S:1:pos:R:3 method="wB97M-V/def2-TZVPD" charge=0 smiles=C#CC#CCC orbital_gap_ev=9.9 mol_weight_g_mol=78.1
C -2.32 -0.15 2.43
C -2.17 0.46 1.40
C -1.56 0.96 0.27
C -0.48 0.90 -0.29
C 0.92 0.50 -0.40
C 1.27 -0.56 -1.45
H -2.32 -0.73 3.32
H 1.61 1.34 -0.43
H 1.06 0.03 0.58
H 2.14 -1.13 -1.09
H 0.44 -1.27 -1.57
H 1.52 -0.13 -2.42

***

No. 2
87
Properties=species:S:1:pos:R:3 method="wB97M-V/def2-TZVPD" s2=0.80 charge=-1 orbital_gap_ev="6.8 / 6.9" multiplicity=2 mol_weight_g_mol=1082.1
Co -1.28 0.35 0.07
Cl -4.16 1.10 2.28
C -4.32 0.62 0.62
C -3.19 0.35 -0.13
C -3.39 -0.04 -1.44
Cl -1.89 -0.39 -2.26
C -4.63 -0.19 -2.04
Cl -4.75 -0.71 -3.67
C -5.75 0.08 -1.26
Cl -7.32 -0.09 -1.95
C -5.60 0.48 0.07
Cl -7.00 0.81 1.02
C -0.98 -4.22 4.82
C 0.28 -3.76 4.49
C 0.50 -3.13 3.27
C -0.55 -2.96 2.37
C -1.81 -3.44 2.71
C -2.03 -4.06 3.93
As -0.35 -2.04 0.64
C -1.01 -3.53 -0.41
C -2.33 -3.44 -0.83
C -2.93 -4.50 -1.50
C -2.21 -5.66 -1.74
C -0.90 -5.76 -1.31
C -0.30 -4.71 -0.64
C 1.58 -1.86 0.61
C 2.47 -2.56 -0.21
C 3.82 -2.27 -0.15
C 4.31 -1.31 0.72
C 3.42 -0.60 1.53
C 2.06 -0.87 1.46
H -1.15 -4.71 5.78
H 1.11 -3.89 5.18
H 1.49 -2.78 3.02
H -2.64 -3.33 2.02
H -3.02 -4.42 4.18
H -2.90 -2.54 -0.62
H -3.96 -4.41 -1.83
H -2.67 -6.48 -2.27
H -0.33 -6.66 -1.50
H 0.72 -4.81 -0.29
H 2.10 -3.27 -0.94
H 4.50 -2.80 -0.80
H 5.37 -1.09 0.76
H 3.78 0.17 2.20
H 1.37 -0.27 2.05
C -1.13 3.34 -0.46
C -0.94 2.96 0.98
C -0.64 3.77 2.05
C -0.58 2.93 3.20
C -0.86 1.65 2.77
C -1.07 0.45 3.62
N -1.07 1.66 1.41
H -1.43 4.39 -0.53
H -1.92 2.74 -0.92
H -0.21 3.20 -1.06
H -0.48 4.84 2.01
H -0.39 3.23 4.22
H -1.77 0.66 4.43
H -0.14 0.08 4.08
H -1.50 -0.36 3.04
C 1.52 3.56 -3.59
N 2.00 3.69 -2.23
C 1.95 2.70 -1.30
Se 1.28 1.02 -1.48
N 2.54 3.21 -0.18
C 3.00 4.49 -0.39
C 3.65 5.41 0.41
C 3.96 6.64 -0.15
C 3.62 6.95 -1.47
C 2.95 6.03 -2.27
C 2.65 4.80 -1.71
H 1.26 2.51 -3.74
H 2.31 3.85 -4.28
H 0.64 4.18 -3.75
H 2.63 2.64 0.65
H 3.92 5.17 1.43
H 4.47 7.38 0.45
H 3.87 7.92 -1.87
H 2.67 6.27 -3.29
Cl 3.10 -1.06 -4.25
C 1.51 -1.82 -4.51
Cl 1.66 -3.00 -5.83
Cl 0.35 -0.57 -5.00
C 1.10 -2.51 -3.13
O 1.43 -3.69 -3.02
O 0.56 -1.73 -2.33

***

No. 3
7
Properties=species:S:1:pos:R:3 method="wB97M-V/def2-TZVPD" charge=0 smiles="O=C(F)S(=O)(=O)F" orbital_gap_ev=11.1 mol_weight_g_mol=130.1
O 1.92 0.10 -1.15
C 0.81 -0.10 -0.83
F -0.16 -0.57 -1.58
S -0.51 0.09 0.87
O -0.04 0.75 1.99
O -1.29 -1.15 0.84
F -1.52 1.22 0.27

***

No. 4
204
Properties=species:S:1:pos:R:3 method="wB97M-V/def2-TZVPD" charge=-1 orbital_gap_ev=8.6 mol_weight_g_mol=1403.6
C -26.24 -10.53 -16.85
F -27.32 -11.19 -16.43
F -25.97 -10.90 -18.09
F -26.44 -9.21 -16.81
S -24.84 -10.90 -15.60
O -24.35 -12.24 -15.89
O -23.87 -9.83 -15.95
N -25.61 -10.65 -14.05
S -24.48 -9.90 -13.24
O -23.22 -10.66 -13.08
O -24.34 -8.53 -13.64
C -25.21 -9.86 -11.47
F -24.50 -8.88 -10.86
F -26.48 -9.40 -11.51
F -25.15 -11.06 -10.79
C -26.58 -14.00 -13.36
O -26.94 -15.14 -13.42
N -25.53 -13.51 -12.78
N -27.13 -13.01 -14.08
H -25.52 -12.51 -12.87
H -24.73 -14.04 -12.48
H -26.82 -12.05 -13.98
H -27.83 -13.31 -14.75
C -23.24 -7.30 -18.07
O -22.84 -6.56 -18.97
N -24.50 -7.30 -17.73
N -22.45 -8.01 -17.28
H -24.75 -7.92 -16.97
H -25.15 -6.56 -17.96
H -21.47 -7.93 -17.54
H -22.84 -8.74 -16.70
C -28.68 -8.21 -14.48
O -29.87 -7.95 -14.61
N -27.70 -7.36 -14.22
N -28.15 -9.45 -14.35
H -26.78 -7.76 -14.09
H -27.89 -6.37 -14.31
H -28.81 -10.22 -14.36
H -27.22 -9.59 -13.98
C -27.34 -14.61 -17.63
O -26.71 -14.05 -18.46
N -27.11 -15.77 -17.07
N -28.42 -14.05 -17.07
H -27.59 -16.15 -16.27
H -26.52 -16.38 -17.62
H -28.64 -13.11 -17.37
H -28.98 -14.57 -16.42
C -25.96 -8.72 -6.69
O -26.48 -9.04 -5.63
N -25.09 -9.43 -7.35
N -26.32 -7.63 -7.31
H -24.55 -10.16 -6.91
H -24.73 -9.06 -8.22
H -25.64 -7.30 -7.98
H -27.07 -7.05 -6.97
C -23.16 -15.64 -15.90
O -22.41 -16.61 -15.77
N -24.24 -15.66 -16.57
N -23.01 -14.59 -15.17
H -24.49 -16.48 -17.09
H -24.82 -14.83 -16.61
H -22.30 -14.66 -14.46
H -23.41 -13.68 -15.35
C -23.66 -4.41 -10.20
C -24.07 -5.87 -10.26
O -25.35 -6.14 -9.81
H -24.16 -4.12 -9.27
H -23.96 -3.88 -11.10
H -22.57 -4.39 -10.22
H -23.40 -6.42 -9.59
H -24.03 -6.31 -11.25
H -26.06 -5.70 -10.30
C -21.11 -13.11 -10.62
C -21.49 -13.72 -12.01
O -21.89 -15.05 -11.95
H -20.22 -13.60 -10.22
H -21.89 -13.39 -9.91
H -21.02 -12.04 -10.48
H -20.74 -13.50 -12.77
H -22.37 -13.17 -12.35
H -21.42 -15.50 -11.24
C -28.85 -6.88 -10.73
C -28.73 -5.35 -10.89
O -27.41 -5.01 -11.28
H -28.02 -7.27 -10.14
H -28.73 -7.44 -11.66
H -29.86 -7.12 -10.40
H -28.99 -4.80 -9.99
H -29.40 -5.03 -11.69
H -27.52 -4.85 -12.22
C -31.02 -10.46 -16.95
C -32.09 -9.35 -16.56
O -31.64 -8.00 -16.58
H -30.26 -10.68 -16.20
H -30.57 -10.08 -17.87
H -31.54 -11.38 -17.20
H -32.49 -9.65 -15.59
H -32.93 -9.35 -17.25
H -30.95 -7.98 -15.91
C -28.88 -7.35 -18.70
C -27.79 -6.29 -18.81
O -27.28 -6.12 -17.53
H -29.52 -7.24 -19.58
H -29.55 -7.25 -17.84
H -28.46 -8.35 -18.75
H -28.20 -5.32 -19.10
H -27.08 -6.43 -19.63
H -27.61 -6.76 -16.89
C -19.19 -9.55 -21.02
O -18.60 -9.20 -19.73
C -19.20 -9.93 -18.69
C -18.86 -9.19 -17.36
N -19.17 -7.78 -17.50
C -18.85 -6.88 -16.40
C -19.72 -7.08 -15.14
O -19.20 -8.19 -14.34
C -20.07 -8.50 -13.26
H -20.08 -8.91 -21.09
H -19.55 -10.58 -21.04
H -18.56 -9.31 -21.88
H -18.84 -10.94 -18.49
H -20.29 -9.92 -18.79
H -17.79 -9.28 -17.17
H -19.45 -9.62 -16.56
H -18.96 -7.44 -18.43
H -18.95 -5.82 -16.63
H -17.82 -7.10 -16.11
H -20.78 -7.22 -15.36
H -19.66 -6.23 -14.47
H -20.14 -7.65 -12.58
H -19.65 -9.29 -12.64
H -21.06 -8.85 -13.55
C -16.41 -18.81 -14.96
O -16.81 -17.96 -15.95
C -16.49 -16.62 -15.54
C -16.72 -15.62 -16.69
N -18.04 -15.66 -17.33
C -19.17 -15.12 -16.51
C -19.27 -13.56 -16.52
O -19.93 -13.22 -15.31
C -20.28 -11.84 -15.30
H -16.88 -18.59 -13.99
H -15.35 -18.81 -14.69
H -16.68 -19.84 -15.20
H -15.47 -16.52 -15.16
H -17.14 -16.41 -14.69
H -16.11 -15.97 -17.52
H -16.33 -14.65 -16.38
H -18.00 -15.05 -18.13
H -19.10 -15.53 -15.50
H -20.13 -15.53 -16.80
H -19.73 -13.16 -17.43
H -18.28 -13.10 -16.48
H -20.75 -11.34 -14.45
H -20.85 -11.51 -16.17
H -19.35 -11.26 -15.35
C -36.10 -7.85 -9.91
O -35.03 -8.73 -9.38
C -35.35 -9.16 -8.02
C -34.37 -10.25 -7.47
N -33.02 -9.70 -7.71
C -31.92 -10.77 -7.78
C -30.74 -10.05 -8.59
O -29.50 -10.81 -8.54
C -28.45 -10.10 -9.08
H -36.95 -8.53 -10.02
H -35.84 -7.47 -10.90
H -36.41 -7.13 -9.16
H -36.34 -9.62 -8.10
H -35.44 -8.26 -7.41
H -34.54 -11.19 -8.00
H -34.59 -10.41 -6.41
H -33.04 -9.00 -8.45
H -32.32 -11.63 -8.33
H -31.56 -11.10 -6.81
H -30.81 -9.01 -8.26
H -31.15 -10.13 -9.60
H -28.67 -9.62 -10.03
H -27.63 -10.81 -9.19
H -28.15 -9.27 -8.43
C -22.99 -5.41 -14.31
O -24.06 -4.43 -14.29
C -25.26 -5.13 -14.59
C -26.39 -4.04 -14.31
N -27.78 -4.60 -14.47
C -28.80 -3.47 -14.39
C -30.21 -3.85 -14.79
O -30.26 -4.08 -16.20
C -31.51 -4.35 -16.80
H -22.96 -5.85 -15.31
H -23.17 -6.14 -13.52
H -22.09 -4.81 -14.17
H -25.34 -5.98 -13.92
H -25.34 -5.35 -15.66
H -26.23 -3.30 -15.09
H -26.29 -3.61 -13.31
H -27.81 -4.86 -15.45
H -28.56 -2.64 -15.05
H -28.84 -3.09 -13.37
H -30.89 -3.00 -14.70
H -30.51 -4.80 -14.36
H -31.42 -4.67 -17.83
H -32.13 -3.46 -16.68
H -32.02 -5.12 -16.21

***

No. 5
13
Properties=species:S:1:pos:R:3 method="wB97M-V/def2-TZVPD" charge=0 smiles="O=C1OC(=O)c2nccnc21" orbital_gap_ev=9.1 mol_weight_g_mol=150.1
O -0.97 0.44 2.90
C -0.41 -0.24 2.03
O -0.05 -1.51 2.11
C 0.32 -1.86 0.89
O 0.78 -2.96 0.58
C 0.14 -0.79 -0.12
N 0.31 -0.68 -1.47
C 0.25 0.57 -1.96
C -0.12 1.70 -1.16
N -0.29 1.55 0.15
C -0.15 0.32 0.67
H 0.41 0.74 -3.07
H -0.23 2.71 -1.56

***

No. 6
9
Properties=species:S:1:pos:R:3 method="wB97M-V/def2-TZVPD" charge=0 smiles="O=S(Cl)#[PH]CCl" orbital_gap_ev=9.4 mol_weight_g_mol=165.0
O 3.58 1.64 0.21
S 2.16 1.86 0.36
Cl 1.55 2.88 -1.36
P 1.29 -0.03 -0.58
C -0.57 0.25 0.08
Cl -0.56 0.86 1.71
H 1.80 -0.76 0.56
H -1.10 -0.73 0.18
H -1.19 0.70 -0.62

***

No. 7
13
Properties=species:S:1:pos:R:3 method="wB97M-V/def2-TZVPD" charge=0 smiles="CN(C)/N=C/I" orbital_gap_ev=8.5 mol_weight_g_mol=198.0
C -1.10 -1.19 -0.70
N -0.23 -0.30 0.02
C -0.69 0.71 0.86
N 1.02 -0.32 -0.45
C 1.92 0.59 0.04
I 3.90 0.23 -0.65
H -0.80 -1.14 -1.78
H -1.04 -2.29 -0.32
H -2.11 -0.81 -0.67
H -0.06 1.55 0.74
H -1.74 1.04 0.48
H -0.86 0.48 1.89
H 1.79 1.45 0.54

***

No. 8
16
Properties=species:S:1:pos:R:3 method="wB97M-V/def2-TZVPD" s2=0.75 charge=0 orbital_gap_ev="10.8 / 8.3" multiplicity=2 mol_weight_g_mol=88.1
C 0.37 0.00 0.68
O -0.56 -0.96 0.96
C 0.44 0.98 1.88
N 1.28 2.10 1.48
H 1.37 -0.41 0.51
H 0.12 0.61 -0.19
H -0.59 1.23 2.16
H 0.90 0.48 2.72
H 0.83 2.63 0.75
H 1.51 2.73 2.23
C -1.06 -1.81 -1.59
C -0.77 -1.27 -2.76
H -2.01 -1.59 -1.11
H -0.45 -2.55 -1.09
H -1.45 -0.59 -3.25
H 0.06 -1.57 -3.38

***

No. 9
108
Properties=species:S:1:pos:R:3 method="wB97M-V/def2-TZVPD" charge=+2 orbital_gap_ev=2.4 mol_weight_g_mol=879.7
Sr -3.33 -1.47 -2.14
Ba -3.87 2.55 0.36
O 0.30 0.12 0.22
C -0.98 0.15 -0.09
O -1.53 -0.89 -0.58
O -1.62 1.22 0.11
H 0.61 -0.72 -0.17
O -2.14 -2.96 2.02
C -3.18 -3.85 2.18
O -4.06 -3.78 1.25
O -3.28 -4.57 3.15
H -2.64 -2.55 1.32
C -1.62 1.49 3.04
O -2.93 2.11 3.01
C -3.84 1.29 3.74
C -5.18 1.99 3.74
N -5.70 2.08 2.36
C -6.80 3.06 2.27
C -7.63 2.78 1.02
O -6.71 2.60 -0.08
C -7.14 3.33 -1.24
H -1.71 0.47 2.67
H -1.32 1.44 4.09
H -0.82 2.03 2.55
H -3.60 1.22 4.80
H -3.97 0.31 3.27
H -5.13 2.94 4.27
H -5.87 1.37 4.32
H -5.92 1.14 2.06
H -6.39 4.08 2.33
H -7.30 3.01 3.24
H -8.29 3.64 0.90
H -8.10 1.82 1.22
H -7.06 4.41 -1.13
H -8.17 3.08 -1.49
H -6.58 2.94 -2.09
C 2.55 0.60 -2.69
O 2.17 0.62 -4.04
C 0.81 0.41 -4.25
C 0.51 0.45 -5.74
N 1.20 1.58 -6.37
C 1.01 1.63 -7.81
C 1.87 0.68 -8.60
O 3.22 0.95 -8.31
C 4.11 0.08 -8.97
H 1.87 1.16 -2.03
H 3.52 1.07 -2.58
H 2.57 -0.43 -2.29
H 0.24 1.22 -3.76
H 0.47 -0.57 -3.86
H -0.56 0.62 -5.87
H 0.78 -0.52 -6.18
H 2.19 1.43 -6.19
H 1.28 2.65 -8.10
H -0.03 1.64 -8.14
H 1.78 0.85 -9.69
H 1.57 -0.36 -8.38
H 3.92 -0.98 -8.80
H 5.11 0.35 -8.63
H 4.04 0.22 -10.06
C -1.29 -7.83 0.81
O -0.71 -6.62 1.24
C 0.42 -6.27 0.51
C 0.76 -4.81 0.74
N 1.19 -4.63 2.15
C 1.13 -3.24 2.60
C 2.14 -3.04 3.70
O 3.39 -3.55 3.30
C 4.35 -3.50 4.35
H -0.63 -8.67 1.07
H -1.43 -7.81 -0.28
H -2.24 -7.96 1.31
H 0.31 -6.42 -0.58
H 1.29 -6.86 0.81
H -0.02 -4.14 0.38
H 1.72 -4.60 0.24
H 2.16 -4.90 2.23
H 0.14 -3.16 3.04
H 1.21 -2.46 1.82
H 1.77 -3.50 4.63
H 2.24 -2.01 4.08
H 4.45 -2.50 4.78
H 5.31 -3.70 3.87
H 4.15 -4.30 5.06
C 3.06 6.22 -0.73
O 3.60 5.16 0.00
C 2.87 3.96 -0.04
C 3.55 2.99 0.90
N 2.88 1.69 0.81
C 3.23 0.73 1.82
C 2.90 1.06 3.28
O 3.52 0.10 4.12
C 3.66 0.57 5.44
H 3.60 7.12 -0.43
H 1.98 6.43 -0.63
H 3.22 6.08 -1.81
H 2.87 3.64 -1.09
H 1.84 4.12 0.34
H 3.42 3.45 1.89
H 4.58 2.83 0.61
H 1.90 1.81 0.63
H 4.22 0.31 1.67
H 2.62 -0.18 1.70
H 1.81 0.98 3.44
H 3.21 2.08 3.57
H 2.68 0.93 5.80
H 4.39 1.38 5.53
H 3.88 -0.28 6.10

***

No. 10
23
Properties=species:S:1:pos:R:3 method="wB97M-V/def2-TZVPD" s2=0.75 charge=0 orbital_gap_ev="10.3 / 7.1" multiplicity=2 mol_weight_g_mol=119.2
N -0.22 2.79 -1.90
C -2.96 1.27 0.47
C -3.58 2.20 -0.29
N 1.37 -0.93 1.81
C 2.44 -2.77 0.63
C 1.22 -1.83 0.71
C 1.04 -0.94 -0.53
O 0.11 0.04 -0.24
H 0.06 2.80 -2.86
H 0.03 1.90 -1.48
H 0.22 3.54 -1.45
H -1.94 0.87 0.22
H -3.47 0.88 1.37
H -4.57 2.60 0.01
H -3.09 2.57 -1.18
H 1.13 -1.30 2.70
H 2.55 -3.44 1.53
H 2.42 -3.45 -0.30
H 3.33 -2.15 0.53
H 0.31 -2.49 0.83
H 0.78 -1.54 -1.45
H 2.05 -0.52 -0.75
H 0.79 -0.10 1.61